Record 1
139
Properties=species:S:1:pos:R:3 method="wB97M-V/def2-TZVPD" total_charge=0 e_homo_ev=-5.92 orbital_gap_ev=5.84
O 4.09399 -0.78753 3.15251
V 2.66321 -0.19340 3.52666
O 2.80615 0.34578 4.99735
C 0.98114 0.08783 -2.21298
C 0.35754 0.41687 -0.85882
C -1.15568 0.63834 -0.98582
C -2.02937 -0.59188 -1.11281
C -1.64740 -1.64252 -0.08180
C -0.08595 -1.92530 0.10762
N 0.56132 -0.62867 0.18536
O 1.83197 -0.52236 0.92253
C 0.39556 -2.82691 -1.08217
C -0.05925 -2.73277 1.41140
C 0.79471 1.92414 -0.43258
H 1.11372 1.04038 -2.72599
H 0.40701 -0.69317 -2.71147
H 1.99915 -0.27288 -2.06589
H -1.43139 1.31069 -1.79825
H -1.65186 1.06283 -0.11306
H -1.80541 -1.01761 -2.09092
H -3.09100 -0.34689 -1.08085
H -2.29164 -2.49485 -0.29765
H -1.98254 -1.12232 0.81551
H 1.35404 -2.55314 -1.52317
H -0.19031 -2.83595 -2.00129
H 0.39513 -3.86927 -0.76345
H 0.90520 -3.22191 1.54803
H -0.81395 -3.49665 1.22426
H -0.33807 -2.09065 2.24690
H 1.85616 1.84238 -0.19861
H 0.44463 2.34572 0.50966
H 0.63063 2.67475 -1.20573
Br 1.24351 4.09740 -4.71144
C 2.80313 2.82927 -4.85404
C 4.04720 3.29845 -3.97771
Br 5.65165 2.11101 -4.01104
H 3.09658 2.66705 -5.89119
H 2.44070 1.86814 -4.48936
H 3.59459 3.52081 -3.01138
H 4.42798 4.24268 -4.36698
Br -0.69435 -3.41004 -4.51803
C -2.49989 -3.98608 -4.88895
C -3.46061 -2.91288 -4.27535
Br -5.23992 -3.67305 -4.03404
H -2.68451 -4.85908 -4.26294
H -2.63806 -4.23830 -5.94033
H -3.52093 -1.91003 -4.69812
H -3.14542 -2.75365 -3.24413
Br -4.98594 -0.22176 0.85104
C -6.68592 0.18163 -0.06354
C -6.33317 1.23466 -1.14858
Br -5.92271 2.91437 -0.18516
H -7.24068 0.77876 0.66017
H -7.23107 -0.71506 -0.35829
H -7.16090 1.39832 -1.83864
H -5.43356 1.08470 -1.74550
C 0.56494 -2.90681 5.62113
C 1.91995 -3.10329 4.96265
C 1.99211 -4.63862 4.62257
O 0.95955 -5.26032 4.01145
C 1.08566 -6.54618 3.48921
N 1.95753 -2.35165 3.72864
H 0.47380 -1.89294 6.01082
H 0.28366 -3.59539 6.41790
H -0.26618 -3.01003 4.92350
H 2.69981 -2.64427 5.57028
H 2.09000 -5.15874 5.57547
H 2.88607 -4.95108 4.08284
H 2.08431 -6.58454 3.05410
H 0.30165 -6.76960 2.76566
H 1.11220 -7.32287 4.25350
H 2.64239 -2.89732 3.22534
H 1.07190 -2.66282 3.35590
C -2.71411 4.42352 -6.07699
C -3.44080 3.26688 -6.66510
C -3.27783 1.91839 -5.97799
O -1.87360 1.51229 -6.10893
C -1.19462 1.42580 -4.82879
N -4.87196 3.65913 -6.76980
H -1.63882 4.40659 -6.25461
H -2.80326 4.52731 -4.99561
H -3.12205 5.37724 -6.41181
H -3.01118 3.01538 -7.63478
H -3.83786 1.09877 -6.42821
H -3.72531 1.87813 -4.98489
H -1.58446 0.51069 -4.38303
H -1.30635 2.18518 -4.05487
H -0.12011 1.26434 -4.91517
H -5.29510 2.88670 -7.26417
H -5.08929 4.37449 -7.44886
C 5.24225 3.18283 3.63435
C 3.75081 3.18852 3.28742
C 3.35010 4.54469 2.63591
O 1.95467 4.47708 2.22232
C 1.53119 5.52239 1.30350
N 3.45323 2.06437 2.43934
H 5.87451 2.72489 2.87367
H 5.41654 2.49226 4.45948
H 5.53774 4.17107 3.98672
H 3.10932 2.96527 4.13992
H 3.96897 4.78243 1.77070
H 3.53412 5.35506 3.34128
H 0.56866 5.98993 1.51097
H 1.46938 5.15250 0.28004
H 2.29983 6.29523 1.30014
H 3.98047 2.20752 1.58985
H 2.58048 2.44710 2.10480
C -0.56749 1.30202 5.19785
C -0.65308 0.64434 3.81922
C -1.79030 1.23424 2.98773
O -1.67431 2.66363 2.81499
C -2.76275 3.16317 2.01096
N 0.58971 0.88734 3.19864
H 0.38486 1.05906 5.66914
H -1.41552 1.04606 5.83302
H -0.56727 2.38022 5.03792
H -0.76748 -0.43948 3.83760
H -2.74625 1.00172 3.45696
H -1.87847 0.74949 2.01544
H -2.58136 2.95265 0.95698
H -2.99749 4.22211 2.11883
H -3.69924 2.71963 2.34913
H 0.64455 1.88887 3.08024
H 0.48885 0.60650 2.23373
C 4.89295 -0.33209 -0.98494
Cl 4.43987 1.33909 -0.87359
Cl 6.56233 -0.71723 -1.51854
H 4.72006 -0.95422 -0.10679
H 4.20296 -0.87178 -1.63359
C 4.89435 -3.76855 0.65868
Cl 4.60892 -5.36304 1.44141
Cl 3.85581 -3.63673 -0.75514
H 4.72148 -2.87409 1.25715
H 5.89230 -3.64150 0.23909
C -3.20370 -6.40391 1.65643
Cl -2.98790 -5.25705 0.29670
Cl -4.94668 -6.43469 2.20120
H -2.98073 -7.39858 1.27042
H -2.69901 -6.13574 2.58459

Record 2
128
Properties=species:S:1:pos:R:3 method="wB97M-V/def2-TZVPD" total_charge=0 e_homo_ev=-8.09 relative_energy_kj_mol=568.95 smiles=CCN(CC)CC.CCN(CC)CC.CCN(CC)CC.CCN(CC)CC.ClCCCl.ClCCCl.ClCCCl.ClCCCl.ClCCCl orbital_gap_ev=8.40
Cl -40.66371 -20.99388 26.18579
C -40.79310 -20.09320 27.77899
C -40.86514 -18.57437 27.50441
Cl -41.02093 -17.65025 28.96985
H -39.95090 -20.25379 28.43061
H -41.73915 -20.42736 28.04673
H -41.65575 -18.52396 26.96667
H -40.06594 -17.96480 26.93815
Cl -46.43911 -18.96790 28.40748
C -46.31965 -18.54293 30.13046
C -45.01084 -18.76541 30.61505
Cl -43.86940 -17.79451 29.76520
H -47.17682 -18.96052 30.62939
H -46.59013 -17.47271 30.18631
H -44.68562 -19.73765 30.64804
H -45.01617 -18.21624 31.77595
Cl -36.68329 -22.80997 22.91214
C -36.68212 -21.03985 23.17127
C -38.12511 -20.67885 23.58616
Cl -39.36292 -20.85163 22.23903
H -36.34992 -20.54261 22.14412
H -35.91500 -20.51096 23.84201
H -38.14040 -19.65345 23.89902
H -38.60308 -21.05441 24.23537
Cl -38.87195 -16.94502 24.42093
C -39.79227 -16.23315 23.08627
C -41.03060 -15.34380 23.41474
Cl -40.48843 -13.84433 24.17179
H -40.00767 -17.04375 22.46449
H -39.19950 -15.66605 22.41351
H -41.43951 -15.85311 24.30976
H -41.86669 -15.03339 22.78755
Cl -42.61789 -23.44285 26.06474
C -44.09355 -22.39043 25.95102
C -43.67140 -20.98421 26.22754
Cl -43.03527 -20.09092 24.74540
H -44.49261 -22.94107 26.86518
H -44.59385 -22.44851 24.94695
H -43.08554 -20.57317 27.07584
H -44.57793 -20.35456 26.57029
C -44.58641 -17.64621 25.94810
C -45.02381 -16.23218 25.59158
N -44.16486 -15.14131 25.69410
C -44.41194 -13.93265 24.99165
C -45.64298 -13.62008 24.48475
C -43.92730 -14.73061 27.08698
C -42.46849 -14.25276 27.29383
H -43.70875 -17.91149 25.31751
H -45.42937 -18.59432 25.94399
H -44.46451 -17.70211 27.10399
H -46.02684 -15.98862 25.91747
H -45.46082 -16.43311 24.43931
H -44.10502 -14.03631 23.89777
H -43.68596 -13.15086 25.07228
H -46.50177 -14.29858 24.35847
H -45.50972 -13.26916 23.60321
H -45.92661 -12.83435 25.02653
H -44.17569 -15.58419 27.76827
H -44.58106 -13.82921 27.54909
H -41.79955 -14.97840 26.96364
H -42.12857 -14.07287 28.42216
H -42.48420 -13.47159 26.64942
C -41.71134 -16.97782 32.40129
C -40.24532 -17.17336 32.19791
N -39.46506 -16.93059 33.47483
C -38.20234 -17.51055 33.52141
C -37.34954 -17.68775 32.39621
C -39.24243 -15.55625 33.77822
C -38.86679 -15.31042 35.33873
H -42.24960 -17.11211 31.39313
H -42.23285 -16.05270 32.93725
H -42.05354 -17.85876 33.21059
H -39.88864 -16.38701 31.28250
H -40.06783 -18.15985 31.77352
H -38.37038 -18.74014 33.58618
H -37.63167 -17.45026 34.53342
H -37.66744 -17.41434 31.35592
H -36.74252 -18.62876 32.32056
H -36.72927 -16.82353 32.65791
H -40.15243 -15.07115 33.46667
H -38.44107 -15.09802 33.27281
H -37.87326 -15.56011 35.30054
H -39.26648 -16.09665 36.02441
H -39.09931 -14.26691 35.91904
C -36.97126 -19.41482 27.63127
C -36.03632 -18.58737 26.94767
N -35.08627 -19.23214 26.04803
C -34.58382 -18.44184 24.95153
C -34.31133 -17.07210 25.20701
C -34.07896 -19.98908 26.70999
C -34.07423 -21.35501 26.08462
H -37.75406 -19.91422 26.90172
H -37.47641 -18.89412 28.35732
H -36.48691 -20.23480 28.13165
H -35.62737 -17.93897 27.64692
H -36.87970 -17.95511 26.54533
H -35.49586 -18.32611 24.27385
H -34.03152 -18.95666 24.20929
H -34.59278 -16.44707 26.24407
H -34.62317 -16.50640 24.27894
H -33.26411 -16.74272 24.92750
H -34.29173 -20.04006 27.73937
H -33.18296 -19.48280 26.52634
H -33.42237 -22.14140 26.43834
H -33.97021 -21.28267 25.08458
H -34.99840 -21.76786 26.34580
C -41.95673 -23.79256 29.08045
C -42.43455 -22.85339 30.18261
N -41.47481 -21.84314 30.71507
C -41.99070 -20.67385 31.32348
C -43.01324 -20.79887 32.23844
C -40.35809 -22.53407 31.54740
C -39.28905 -21.56189 32.01714
H -41.03631 -24.09409 29.16949
H -41.89887 -23.23229 28.10294
H -42.74008 -24.56452 28.83486
H -42.75659 -23.53094 31.09405
H -43.14779 -22.36392 29.91045
H -42.34617 -20.17163 30.47026
H -41.24814 -19.77818 31.48036
H -43.46197 -21.62625 32.36149
H -43.79698 -20.00704 32.22292
H -42.52125 -20.76909 33.39781
H -40.14134 -23.36913 31.02989
H -40.84833 -22.88793 32.55957
H -38.60194 -22.28936 32.39862
H -39.48154 -20.85484 32.78260
H -38.95109 -21.10823 31.02165